Record 1
# C17H24AuF5N3OSTa

A structure of composition C17H24AuF5N3OSTa in a non-equilibrium geometry (ωB97M-V with the def2-TZVPD basis set, the OMol25 dataset).

The value obtained for the HOMO energy is -15.25 eV. The net charge is +2. Its relative energy (zero: lowest compared OMol25 entry of this formula, charge and spin) is 17.1 kJ/mol. Its spin multiplicity is 1. Its HOMO-LUMO gap is 5.642 eV.

```
53
Properties=species:S:1:pos:R:3:lowdin_charge:R:1
Au -0.904 2.226 1.782 0.817
Ta 0.300 -0.051 0.333 1.467
S 1.265 -0.211 2.472 0.691
F 0.374 2.288 4.334 0.029
F -3.674 0.500 5.798 0.167
F -2.849 -1.987 4.999 0.195
F -2.257 2.713 5.010 0.164
F -0.731 -2.270 3.313 0.091
O -3.615 -1.875 0.824 0.230
N 0.741 1.592 -0.649 -0.291
N 1.174 -1.476 -0.723 -0.251
N -1.539 -0.781 0.341 -0.069
C -1.442 2.171 -1.543 -0.052
C -2.589 -1.361 0.556 -0.354
C -2.576 0.379 5.015 -0.076
C 0.291 3.908 -1.366 -0.034
C 0.584 2.070 -3.028 -0.006
C -0.609 1.388 3.875 -0.341
C -0.991 -1.048 3.867 -0.199
C 0.049 2.422 -1.637 -0.681
C -2.140 -0.898 4.640 -0.046
C -0.478 -1.816 -2.530 -0.044
C 0.577 -2.474 -1.652 -0.647
C -1.850 1.491 4.618 -0.101
C -0.039 -3.579 -0.793 -0.024
C 1.639 -3.095 -2.560 -0.036
C 2.136 1.995 -0.330 -0.107
C -0.162 0.031 3.548 -0.470
C 2.549 -1.790 -0.268 -0.120
H -0.483 -4.341 -1.448 0.111
H 0.741 -4.050 -0.180 0.093
H 0.056 2.672 -3.779 0.112
H -0.316 4.489 -2.076 0.113
H 2.785 -1.233 0.650 0.021
H 2.634 -2.867 -0.036 0.106
H 1.657 2.279 -3.099 0.093
H 2.571 1.343 0.446 0.050
H -0.023 -1.028 -3.149 0.075
H 1.140 -3.742 -3.293 0.109
H 0.416 1.011 -3.258 0.070
H -0.886 -2.581 -3.210 0.111
H 1.338 4.195 -1.522 0.098
H -0.030 4.166 -0.349 0.080
H -0.818 -3.188 -0.129 0.058
H 2.779 1.968 -1.227 0.111
H 2.340 -3.723 -2.001 0.091
H -1.715 1.127 -1.738 0.073
H 2.189 -2.322 -3.106 0.100
H -1.939 2.810 -2.287 0.117
H 3.300 -1.526 -1.036 0.107
H -1.313 -1.399 -1.955 0.049
H 2.150 3.020 0.075 0.098
H -1.806 2.460 -0.538 0.051
```



Record 2
# C17H12N2O4

An isolated molecule of C17H12N2O4 in a non-equilibrium geometry (ωB97M-V with the def2-TZVPD basis set, the OMol25 dataset).

The value obtained for the HOMO energy is -9.19 eV. The net charge is 0. Its SMILES is O=C(OCc1ccc([N+](=O)[O-])cc1)c1ccc2ccccc2n1. Its relative energy (zero: lowest compared OMol25 entry of this formula, charge and spin) is 0.0 kJ/mol. Its spin multiplicity is 1. Its HOMO-LUMO gap is 8.769 eV.

```
35
Properties=species:S:1:pos:R:3:lowdin_charge:R:1
O -0.504 -1.024 6.850 0.079
O -0.928 1.552 0.129 0.003
O 1.056 -1.908 5.667 0.080
O -2.793 0.411 -0.399 0.128
N 0.115 -1.158 5.815 -0.365
N 0.442 0.273 -1.706 0.187
C -0.296 -0.367 4.683 -0.153
C 3.355 -0.595 -3.667 -0.074
C 0.394 -0.480 3.483 0.022
C 2.765 -1.128 -4.826 -0.076
C -1.766 1.253 3.724 -0.014
C -0.834 -0.782 -3.958 0.005
C -1.560 -0.311 -2.899 0.016
C 1.173 -0.191 -2.733 -0.211
C -1.512 1.996 1.343 -0.111
C -1.377 0.498 4.810 0.013
C 0.575 -0.734 -3.906 -0.150
C -0.001 0.284 2.402 0.005
C 1.405 -1.197 -4.945 -0.034
C -1.648 0.718 -0.624 -0.429
C 2.581 -0.136 -2.639 -0.008
C -0.864 0.219 -1.790 -0.175
C -1.081 1.152 2.515 -0.168
H 0.526 0.212 1.463 0.118
H -1.895 0.561 5.755 0.120
H -2.637 -0.329 -2.878 0.118
H -1.177 3.029 1.485 0.146
H 3.012 0.279 -1.742 0.113
H -1.320 -1.194 -4.832 0.119
H -2.605 1.978 1.251 0.133
H 0.947 -1.607 -5.834 0.113
H -2.607 1.925 3.807 0.121
H 3.399 -1.485 -5.624 0.104
H 1.228 -1.161 3.415 0.121
H 4.432 -0.552 -3.597 0.104
```



Record 3
# C2H2F3IS

A cluster of 2 separate species, C2H2F3IS in total in a non-equilibrium geometry (ωB97M-V with the def2-TZVPD basis set, the OMol25 dataset).

The value obtained for the HOMO energy (spin up / spin down) is -10.02 / -8.65 eV. The net charge is 0. Its relative energy (zero: lowest compared OMol25 entry of this formula, charge and spin) is 267.9 kJ/mol. Its spin multiplicity is 1. Its HOMO-LUMO gap (spin up / spin down) is 9.123 / 5.591 eV.

```
9
Properties=species:S:1:pos:R:3:lowdin_charge:R:1
I 0.354 2.385 -0.836 0.751
S 2.452 -1.510 -1.283 0.849
F 0.069 -1.700 -2.226 0.017
F 1.659 -2.619 -3.417 0.115
F 1.362 -0.447 -3.387 0.005
C 0.094 0.606 0.154 -0.628
C 1.381 -1.614 -2.638 -1.081
H -0.762 -0.005 -0.225 -0.025
H 0.461 0.568 1.239 -0.002
```



Record 4
# C4H8N2

An isolated molecule of C4H8N2 in a non-equilibrium geometry (ωB97M-V with the def2-TZVPD basis set, the OMol25 dataset).

The value obtained for the HOMO energy is -8.98 eV. The net charge is 0. Its SMILES is C#C[C@H](N)CN. Its relative energy (zero: lowest compared OMol25 entry of this formula, charge and spin) is 285.3 kJ/mol. Its spin multiplicity is 1. Its HOMO-LUMO gap is 9.918 eV.

```
14
Properties=species:S:1:pos:R:3:lowdin_charge:R:1
N -1.497 -1.327 0.120 0.035
N 0.270 1.958 -0.016 -0.010
C -0.459 -0.443 0.404 -0.468
C 2.016 -0.669 -0.365 0.084
C 0.913 -0.839 -0.061 -0.106
C -0.856 0.980 -0.054 -0.212
H -1.235 0.859 -1.081 0.116
H -1.028 -2.218 0.219 0.077
H 0.538 2.270 0.886 0.046
H -1.548 -1.419 -0.889 0.081
H -0.281 -0.371 1.447 0.126
H -1.625 1.371 0.544 0.093
H 3.067 -0.732 -0.698 0.057
H 1.018 1.649 -0.707 0.083
```



Record 5
# C4H9O2P

A structure of composition C4H9O2P in a non-equilibrium geometry (ωB97M-V with the def2-TZVPD basis set, the OMol25 dataset).

The value obtained for the HOMO energy is -9.37 eV. The net charge is 0. Its relative energy (zero: lowest compared OMol25 entry of this formula, charge and spin) is 364.6 kJ/mol. Its spin multiplicity is 1. Its HOMO-LUMO gap is 10.281 eV.

```
16
Properties=species:S:1:pos:R:3:lowdin_charge:R:1
P -1.027 -1.492 0.307 1.024
O -2.237 -0.581 -0.396 -0.295
O -1.391 0.797 0.946 -0.028
C -2.226 0.590 0.119 -0.463
C 0.914 0.431 -1.282 -0.094
C 0.653 -0.434 -0.050 -0.541
C 1.127 0.363 1.250 -0.149
H 0.639 1.268 1.544 0.039
H -1.029 -2.164 -0.940 -0.043
H 1.230 -1.287 0.161 0.037
H 1.516 -0.393 -1.694 0.073
H 0.822 -0.404 2.018 0.060
H -2.966 1.226 -0.252 0.133
H 2.288 0.456 1.253 0.103
H 1.747 1.127 -1.233 0.079
H -0.059 0.497 -1.753 0.066
```



Record 6
# C5H7LiO3Tm

A structure of composition C5H7LiO3Tm in a non-equilibrium geometry (ωB97M-V with the def2-TZVPD basis set, the OMol25 dataset).

The value obtained for the HOMO energy (spin up / spin down) is -19.86 / -19.86 eV. The net charge is +3. Its relative energy (zero: lowest compared OMol25 entry of this formula, charge and spin) is 0.0 kJ/mol. Its spin multiplicity is 3. Its HOMO-LUMO gap (spin up / spin down) is 5.776 / 4.532 eV.

```
17
Properties=species:S:1:pos:R:3:lowdin_charge:R:1
Tm 0.982 1.810 -0.879 2.226
O -0.668 -0.696 0.216 -0.064
O -1.295 1.300 -0.617 0.005
O -2.717 -0.156 0.371 0.042
C 1.342 -1.578 -0.813 -0.069
C -4.961 0.066 -0.321 0.142
C -3.888 0.645 0.186 -0.101
C 0.807 -0.409 -0.016 -0.322
C -1.525 0.257 -0.009 -0.591
Li -1.906 -2.195 0.764 0.906
H -4.807 -0.857 -0.933 0.120
H 2.331 -1.295 -1.201 0.101
H 1.196 -0.459 1.011 0.123
H 1.479 -2.486 -0.202 0.119
H 0.708 -1.826 -1.676 0.107
H -5.861 0.657 -0.479 0.113
H -3.641 1.702 0.107 0.143
```